Record 1
21
Properties=species:S:1:pos:R:3:forces:R:3:mulliken_charge:R:1 method="wB97M-V/def2-TZVPD" de_lowest_ev=3.539 homo_energy_ev=-6.192 lumo_ev=0.832
N -1.421 -0.918 1.351 -0.3 -1.3 0.1 -0.451
N 0.150 1.140 1.175 -0.8 0.0 0.4 -0.767
N -2.085 0.672 -0.158 0.2 -0.1 -0.6 -0.460
C 0.417 -1.919 -0.715 -0.1 0.1 0.2 -1.895
C 1.321 0.404 -0.270 1.0 0.0 -2.1 -0.209
C -1.029 -0.045 0.363 1.1 1.6 1.9 0.857
C 1.840 1.405 -1.069 -0.3 -0.4 0.5 -0.973
C 0.074 -0.431 -0.614 0.1 0.1 -0.7 0.330
H 0.706 -2.329 0.257 0.0 0.0 0.0 0.432
H -1.896 1.255 -0.961 -0.1 0.0 0.4 0.212
H 1.291 -2.025 -1.363 -0.1 0.0 0.0 0.479
H -0.408 -2.508 -1.122 0.1 0.0 0.1 0.385
H 0.016 2.130 0.981 0.0 -0.3 -0.2 0.270
H 1.210 2.195 -1.469 -0.1 -0.3 -0.4 0.264
H 0.755 1.066 1.993 -0.6 -0.4 0.1 0.230
H -1.986 -0.590 2.121 0.2 0.2 -0.3 0.224
H 2.895 1.659 -1.030 -0.1 -0.1 0.2 0.267
H -0.268 -0.130 -1.612 0.0 0.1 0.1 0.230
H -2.909 0.863 0.395 0.4 0.0 -0.1 0.173
H -0.797 -1.670 1.609 0.0 0.4 -0.1 0.157
H 2.124 -0.224 0.137 -0.4 0.2 0.5 0.245



Record 2
14
Properties=species:S:1:pos:R:3:forces:R:3:mulliken_charge:R:1 method="wB97M-V/def2-TZVPD" de_lowest_ev=4.166 homo_energy_ev=-8.777 smiles="[H]/N=C1/COC(=C)N1O" lumo_ev=0.672
O 0.635 -1.364 -0.222 2.6 -0.9 0.7 -0.385
O -0.242 1.960 -0.189 0.3 0.5 1.1 -0.450
N -0.138 0.603 -0.325 0.0 0.8 -0.4 0.120
N -2.480 0.207 0.073 -2.6 1.7 -0.7 -0.651
C -1.332 -0.151 -0.197 3.5 0.7 1.6 0.423
C -0.737 -1.478 -0.032 -1.2 -3.7 -1.3 -0.275
C 2.328 0.346 0.012 0.3 -0.8 0.7 -0.974
C 1.093 -0.104 -0.040 -3.7 1.5 -2.4 0.529
H -1.123 -2.204 -0.840 0.5 1.1 1.1 0.208
H 2.802 1.274 -0.251 -0.7 0.4 0.3 0.326
H -2.677 1.231 -0.085 0.6 -1.3 0.4 0.285
H 2.936 -0.435 0.393 1.1 -0.6 -0.1 0.257
H -0.203 2.130 0.788 -0.1 0.0 -0.9 0.348
H -0.862 -2.016 0.916 -0.7 0.6 0.0 0.238



Record 3
68
Properties=species:S:1:pos:R:3:forces:R:3:mulliken_charge:R:1 method="wB97M-V/def2-TZVPD" homo_energy_ev=-8.852 lumo_ev=-0.680
I -3.868 4.778 0.954 0.4 -0.2 -0.3 -0.151
P -1.979 3.214 1.120 0.5 0.2 0.9 -0.113
O -7.880 3.303 -1.585 -3.5 0.4 -0.1 -0.469
O -2.831 -0.547 -0.530 0.0 0.8 0.2 -0.526
O -6.786 0.509 -1.370 -1.6 -1.2 -2.6 -0.506
O -3.235 4.293 4.826 0.0 0.0 -0.2 -0.278
O -0.562 4.045 0.828 -0.9 -0.7 -0.4 -0.476
O 5.762 -4.609 -1.641 -0.2 0.1 -0.1 -0.329
O 2.168 -1.619 -2.608 -0.1 0.0 0.3 -0.417
O -6.367 2.372 -0.251 1.1 0.2 0.4 -0.232
O -1.094 1.145 -0.753 -0.9 -0.4 0.7 -0.495
O -3.387 1.719 -0.888 0.2 -0.5 1.7 -0.140
C 6.399 -4.959 0.710 0.1 0.1 -0.1 -1.092
C -5.711 3.726 -2.269 0.3 -0.3 0.7 -0.616
C 2.004 -0.073 -4.513 -0.1 -0.1 0.0 -0.967
C -2.945 5.459 6.973 0.1 0.0 0.0 -1.024
C 5.589 -5.417 -0.491 0.1 -0.1 0.1 -0.362
C -6.202 1.055 -0.522 1.3 -0.2 1.8 0.519
C 2.808 -0.585 -3.330 0.0 0.0 -0.1 -0.317
C 3.092 -3.487 -3.919 0.1 0.1 0.1 -1.149
C -5.175 0.297 0.295 0.1 1.0 0.5 -0.460
C 7.079 -4.520 -2.156 0.1 0.0 0.0 -0.303
C 1.871 -2.801 -3.332 0.0 -0.1 -0.2 -0.321
C -2.574 2.086 5.690 -0.1 0.0 0.0 -1.139
C 7.667 -5.857 -2.575 -0.1 -0.1 0.0 -1.111
C -3.872 4.739 6.009 0.0 0.0 0.1 -0.379
C -6.762 3.114 -1.369 2.0 0.2 -0.7 0.615
C -2.169 3.376 4.999 0.1 0.0 0.2 0.146
B -1.604 -0.120 -1.017 0.9 -1.1 -0.4 0.621
B -2.128 1.940 -0.304 -0.4 1.4 -1.7 0.664
B -3.768 0.456 -0.398 -0.5 -0.1 -0.4 0.189
H -4.719 3.345 -2.059 0.1 0.2 -0.1 0.073
H -5.108 0.785 1.277 0.2 0.0 0.0 0.298
H -1.721 1.408 5.754 0.0 0.0 0.0 0.395
H -2.939 2.259 6.703 0.1 0.0 0.0 0.299
H 6.149 -3.928 0.967 0.0 0.0 0.0 0.311
H -3.504 5.811 7.842 0.0 0.0 0.0 0.381
H 7.734 -4.015 -1.437 0.0 -0.1 0.0 0.308
H -3.372 1.591 5.134 0.0 0.0 0.0 0.272
H 7.758 -6.546 -1.735 0.1 0.0 0.0 0.268
H -5.484 -0.727 0.470 -0.1 -0.1 -0.3 0.359
H 1.128 -2.591 -4.111 0.0 0.0 0.0 0.322
H -0.378 3.934 -0.113 0.4 0.4 0.1 0.332
H 2.800 -4.408 -4.425 0.0 0.0 0.0 0.417
H 3.807 -0.905 -3.647 0.0 0.0 -0.1 0.264
H 3.808 -3.733 -3.132 0.0 0.0 0.0 0.274
H 1.391 -3.474 -2.620 0.0 0.1 0.1 0.378
H 8.661 -5.715 -3.001 0.0 0.0 0.0 0.393
H 3.607 -2.855 -4.645 -0.1 0.0 -0.1 0.286
H -5.777 4.797 -2.090 0.3 0.1 0.1 0.292
H 2.955 0.230 -2.620 0.0 -0.1 0.1 0.370
H 7.015 -3.869 -3.028 -0.1 0.0 0.0 0.323
H -2.145 4.811 7.333 0.0 0.0 0.1 0.267
H 2.532 0.747 -5.002 0.0 0.0 0.0 0.398
H 1.834 -0.850 -5.260 0.1 0.0 0.0 0.282
H 7.472 -4.998 0.519 0.0 -0.1 0.0 0.270
H 1.027 0.286 -4.183 0.0 0.0 0.0 0.173
H -1.337 3.857 5.527 0.0 0.0 0.1 0.280
H -4.655 5.427 5.687 0.0 0.0 -0.1 0.321
H -5.998 3.584 -3.303 -0.1 -0.3 -0.1 0.318
H -1.807 3.145 3.998 -0.1 0.1 -0.1 -0.084
H -4.378 3.904 6.507 0.0 0.0 0.1 0.303
H -2.480 6.317 6.484 0.0 0.0 0.0 0.288
H 7.032 -6.334 -3.323 0.0 0.0 0.0 0.298
H 5.802 -6.466 -0.727 0.1 0.0 0.0 0.318
H 6.191 -5.596 1.571 0.0 0.0 0.0 0.383
H 4.528 -5.364 -0.245 0.0 0.1 -0.1 0.331
H -0.969 -0.894 -1.650 0.1 0.1 0.0 -0.146



Record 4
10
Properties=species:S:1:pos:R:3:forces:R:3:mulliken_charge:R:1 method="wB97M-V/def2-TZVPD" de_lowest_ev=3.067 homo_energy_ev=-9.584 smiles="[H]/N=C(/N)OC=O" lumo_ev=0.640
O -0.446 -0.836 -0.201 -1.0 2.0 0.9 -0.241
O -2.231 0.610 0.425 2.1 -6.4 -2.1 -0.528
N 0.406 1.511 -0.238 -2.5 -1.3 0.2 -0.610
N 1.744 -0.343 0.310 3.3 1.7 1.4 -0.477
C 0.495 0.254 0.006 2.4 0.7 -1.1 0.510
C -1.781 -0.526 -0.004 -1.6 3.4 -0.1 0.269
H -0.604 1.854 -0.435 2.2 -1.1 0.7 0.299
H -2.388 -1.456 -0.493 1.0 2.3 1.6 0.274
H 2.773 0.202 0.603 -4.9 -1.3 -1.4 0.273
H 2.032 -1.270 0.027 -1.0 0.0 -0.1 0.231